The following is a DFT calculation (ωB97M-V with the def2-TZVPD basis set) of C3H6O3 in the gas phase.

Summary:
E, hartree: -343.62254
Structure (SMILES): COC(=O)CO
2S+1: 1
HOMO energy, eV: -10.39
Total charge: 0
LUMO level, eV: 0.9

Each line ends with the Löwdin charge.
Element x y z (Å)
H1 2.633004 -0.622036 1.044202  0.0926
C1 -1.627689 -0.219513 0.108303  -0.1665
O1 0.700812 -0.487603 0.508579  -0.0292
C2 2.074767 -0.282683 0.173307  -0.0421
O2 -2.242645 0.995952 0.468319  -0.0333
C3 -0.195837 0.034507 -0.332701  -0.4805
H2 2.339523 -0.884016 -0.700303  0.0987
H3 -2.294119 1.518623 -0.342228  0.0963
O3 0.081684 0.661982 -1.328454  0.1084
H4 -1.664706 -0.881360 0.972317  0.1267
H5 2.278559 0.772501 -0.025159  0.0973
H6 -2.147532 -0.700565 -0.730299  0.1317

Atomic forces in eV per Å
-0.01 0.04 -0.11
0.03 -0.30 -0.01
-0.19 0.01 -0.02
0.25 -0.01 -0.01
-0.09 0.13 -0.26
0.02 0.12 -0.28
-0.02 0.15 0.07
-0.01 0.12 0.17
-0.03 -0.18 0.39
0.07 0.09 -0.03
-0.08 -0.17 0.00
0.06 0.01 0.09